(1)
13 unconnected molecules or ions with the total composition C27H45F7O27. Source: OMol25; level of theory: ωB97M-V with the def2-TZVPD basis set.

Last column: Löwdin charge in e.
Geometry (Å):
C (0.047, -1.253, -0.454)  -0.041
C (0.814, -0.001, -0.877)  -0.356
O (-0.183, 0.888, -1.243)  0.127
C (-1.403, 0.481, -0.712)  -0.489
O (-2.385, 1.206, -0.676)  0.151
O (-1.310, -0.810, -0.367)  0.079
F (1.610, -0.378, -1.885)  0.079
H (0.471, -1.615, 0.482)  0.139
H (0.087, -2.013, -1.235)  0.142
H (1.426, 0.387, -0.062)  0.170
C (-2.912, -2.472, 7.068)  -0.086
C (-4.016, -2.337, 5.997)  -0.281
O (-3.922, -0.958, 5.735)  0.136
C (-3.407, -0.371, 6.858)  -0.545
O (-3.333, 0.831, 7.075)  0.147
O (-3.015, -1.273, 7.704)  0.100
F (-5.239, -2.682, 6.524)  0.060
H (-1.931, -2.523, 6.596)  0.150
H (-3.196, -3.247, 7.780)  0.150
H (-3.791, -2.980, 5.146)  0.168
C (1.520, 1.304, -8.915)  -0.074
C (0.443, 1.891, -9.789)  -0.335
O (0.832, 1.634, -11.059)  0.203
C (1.635, 0.638, -11.063)  -0.549
O (2.057, 0.069, -12.066)  0.142
O (2.115, 0.402, -9.805)  0.080
F (0.576, 3.214, -9.556)  0.070
H (1.167, 0.954, -7.945)  0.141
H (2.305, 2.006, -8.634)  0.143
H (-0.587, 1.617, -9.559)  0.179
C (-9.404, 2.419, 1.681)  -0.051
C (-8.810, 3.144, 2.947)  -0.358
O (-9.675, 2.871, 3.940)  0.168
C (-10.810, 2.376, 3.434)  -0.513
O (-11.786, 1.977, 4.104)  0.118
O (-10.687, 2.221, 2.137)  0.091
F (-8.811, 4.459, 2.742)  0.093
H (-8.913, 1.459, 1.524)  0.139
H (-9.328, 3.072, 0.812)  0.143
H (-7.791, 2.814, 3.145)  0.170
C (2.977, 3.020, 8.400)  -0.082
C (3.579, 1.889, 9.315)  -0.288
O (3.833, 0.860, 8.351)  0.142
C (3.533, 1.283, 7.122)  -0.520
O (3.692, 0.542, 6.162)  0.135
O (3.012, 2.547, 7.094)  0.087
F (2.770, 1.382, 10.235)  0.094
H (3.571, 3.903, 8.634)  0.129
H (1.975, 3.321, 8.704)  0.140
H (4.468, 2.227, 9.848)  0.163
C (10.535, -0.414, 2.387)  -0.102
C (9.413, -1.465, 2.282)  -0.342
O (9.295, -1.974, 3.583)  0.143
C (10.011, -1.213, 4.459)  -0.436
O (10.048, -1.379, 5.690)  0.129
O (10.769, -0.316, 3.727)  0.063
F (9.668, -2.465, 1.453)  0.099
H (10.291, 0.548, 1.939)  0.140
H (11.398, -0.857, 1.890)  0.141
H (8.512, -0.978, 1.910)  0.165
C (2.286, 8.228, 2.053)  -0.075
C (2.047, 8.069, 0.577)  -0.323
O (0.693, 8.354, 0.579)  0.153
C (0.094, 7.933, 1.665)  -0.525
O (-1.125, 7.900, 1.882)  0.141
O (1.071, 7.707, 2.563)  0.089
F (2.453, 6.829, 0.203)  0.081
H (2.428, 9.277, 2.312)  0.142
H (3.223, 7.740, 2.325)  0.144
H (2.614, 8.815, 0.020)  0.174
C (0.486, -8.079, 5.212)  -0.164
O (0.893, -6.985, 4.414)  -0.135
H (-0.393, -8.578, 4.803)  0.070
H (1.317, -8.784, 5.192)  0.077
H (0.275, -7.659, 6.195)  0.080
H (1.393, -7.263, 3.643)  0.072
C (3.347, -5.781, -5.908)  -0.188
O (2.546, -6.594, -5.112)  -0.121
H (3.182, -4.765, -5.549)  0.072
H (4.422, -5.957, -5.860)  0.082
H (2.959, -5.840, -6.925)  0.078
H (1.655, -6.279, -5.278)  0.076
C (-3.409, 7.455, -5.231)  -0.193
O (-4.553, 7.764, -5.967)  -0.108
H (-3.245, 8.258, -4.513)  0.082
H (-3.385, 6.459, -4.787)  0.076
H (-2.535, 7.425, -5.882)  0.069
H (-4.736, 6.964, -6.465)  0.074
C (-3.706, -6.886, -5.441)  -0.152
O (-2.946, -5.684, -5.677)  -0.134
H (-3.793, -7.512, -6.329)  0.070
H (-3.251, -7.546, -4.704)  0.075
H (-4.695, -6.611, -5.074)  0.072
H (-3.349, -5.114, -6.336)  0.068
C (5.566, -8.195, -0.168)  -0.169
O (4.489, -7.328, 0.129)  -0.130
H (5.229, -9.053, -0.750)  0.072
H (6.357, -7.664, -0.697)  0.077
H (5.822, -8.619, 0.803)  0.080
H (4.109, -7.055, -0.709)  0.069
C (-6.587, 2.292, -6.615)  -0.144
O (-6.297, 3.221, -7.673)  -0.146
H (-5.617, 2.168, -6.133)  0.079
H (-7.354, 2.734, -5.979)  0.071
H (-7.067, 1.407, -7.032)  0.075
H (-6.720, 2.950, -8.491)  0.064

HOMO level   -10.12 eV
Multiplicity   1
E_tot   -3786.19206 Eh
Gap between HOMO and LUMO   10.05 eV

(2)
A molecular structure, C27H45N4OP2Pt. Source: OMol25; level of theory: ωB97M-V with the def2-TZVPD basis set.

Last column: Mulliken spin population.
Geometry (Å):
Pt (0.090, -0.052, -0.233)  1.292
P (0.503, 2.146, -1.033)  0.054
P (0.194, -2.166, 0.872)  0.090
N (2.006, -0.417, -0.748)  0.934
C (2.284, 1.923, -1.513)  0.017
H (2.494, 2.477, -2.436)  0.000
H (2.885, 2.371, -0.709)  0.004
C (2.695, 0.450, -1.670)  0.017
H (2.559, 0.087, -2.722)  0.054
H (3.779, 0.306, -1.467)  0.010
C (2.543, -1.750, -0.689)  0.019
H (3.633, -1.626, -0.516)  0.015
H (2.489, -2.246, -1.693)  0.065
C (1.929, -2.619, 0.420)  -0.003
H (2.546, -2.505, 1.319)  0.002
H (1.953, -3.677, 0.133)  0.002
C (-0.811, -3.561, 0.162)  0.023
C (-2.315, -3.277, 0.154)  0.012
H (-2.818, -4.060, -0.433)  0.000
H (-2.560, -2.316, -0.306)  0.002
H (-2.747, -3.303, 1.161)  0.001
C (0.198, -2.302, 2.724)  0.002
C (-1.216, -2.153, 3.286)  0.020
H (-1.186, -2.174, 4.386)  0.001
H (-1.877, -2.970, 2.965)  -0.001
H (-1.652, -1.198, 2.970)  -0.005
C (0.571, 3.553, 0.169)  -0.003
C (-0.810, 4.104, 0.533)  0.016
H (-0.697, 5.053, 1.067)  0.000
H (-1.344, 3.425, 1.203)  0.003
H (-1.426, 4.293, -0.357)  0.000
C (-0.303, 2.654, -2.633)  0.019
C (-1.828, 2.544, -2.701)  0.005
H (-2.153, 2.869, -3.698)  0.000
H (-2.318, 3.213, -1.982)  0.001
H (-2.189, 1.519, -2.569)  0.000
C (-1.016, -0.628, -1.588)  0.145
O (-1.707, -0.996, -2.455)  0.034
C (0.922, -3.525, 3.305)  0.009
H (0.402, -4.463, 3.083)  -0.001
H (1.955, -3.598, 2.951)  0.000
H (0.943, -3.415, 4.397)  0.003
C (1.497, 4.705, -0.246)  0.008
H (1.549, 5.404, 0.599)  0.003
H (2.512, 4.388, -0.509)  0.001
H (1.082, 5.261, -1.091)  -0.002
C (0.108, 4.040, -3.126)  0.001
H (-0.257, 4.134, -4.157)  0.000
H (-0.387, 4.826, -2.543)  0.000
H (1.189, 4.220, -3.133)  0.001
C (-0.533, -4.947, 0.754)  0.001
H (-0.999, -5.080, 1.739)  0.000
H (-0.984, -5.696, 0.090)  0.000
H (0.533, -5.186, 0.824)  0.000
H (-0.462, -3.572, -0.884)  0.002
H (0.119, 1.909, -3.327)  0.002
H (0.772, -1.407, 3.015)  -0.003
H (1.002, 3.069, 1.062)  0.001
H (1.609, 0.910, 2.168)  0.105
H (1.301, 0.630, 1.496)  -0.036
N (-11.207, -0.031, 3.511)  0.251
C (-10.107, -0.007, 3.111)  -0.002
C (-8.762, 0.035, 2.603)  0.182
C (-7.697, -0.473, 3.371)  0.021
C (-6.391, -0.381, 2.886)  0.056
C (-6.158, 0.234, 1.653)  0.271
C (-7.214, 0.727, 0.872)  0.046
C (-8.524, 0.607, 1.346)  0.029
N (-4.831, 0.470, 1.246)  0.098
C (-4.399, 1.450, 0.357)  -0.045
C (-3.027, 1.401, 0.385)  0.035
N (-2.603, 0.379, 1.202)  0.061
C (-3.697, -0.141, 1.742)  0.029
H (-7.900, -0.939, 4.336)  0.000
H (-5.550, -0.733, 3.487)  -0.005
H (-7.014, 1.201, -0.088)  -0.003
H (-9.362, 0.955, 0.737)  -0.001
H (-5.058, 2.141, -0.132)  0.002
H (-2.340, 2.053, -0.129)  0.033
H (-3.710, -0.906, 2.507)  0.004

HOMO level (alpha / beta)   -15.69 / -17.58 eV
Multiplicity   5
E_tot   -2150.98600 Eh
Gap between HOMO and LUMO (alpha / beta)   7.02 / 5.09 eV
Relative energy (zero: lowest compared OMol25 entry of this formula, charge and spin)   0.0 kJ/mol
⟨S²⟩   6.045
Charge   +3